(1)
The following is a DFT calculation (ωB97M-V with the def2-TZVPD basis set) of a molecular structure, C3H4MgO4.

Computed properties:
net charge = +2
energy relative to the best compared isomer or geometry (same formula, charge and spin) = 287.37 kJ/mol

Positions of all 12 atoms, in Å:
Mg: -1.531 1.485 2.647
O: -1.206 -0.917 0.148
O: -0.505 0.940 1.146
O: 0.111 0.385 -1.248
O: 0.838 -1.590 1.106
C: -0.307 0.020 0.348
C: 0.417 -2.497 0.318
C: -0.595 -1.981 -0.592
H: -1.367 -2.676 -0.925
H: 1.080 -3.312 -0.006
H: 0.823 1.035 -1.173
H: -0.064 -1.104 -1.561

=====

(2)
The following is a DFT calculation (ωB97M-V with the def2-TZVPD basis set) of 15 unconnected molecules or ions with the total composition C45H90O45.

Computed properties:
net charge = 0
energy relative to the best compared isomer or geometry (same formula, charge and spin) = 1140.42 kJ/mol

Positions of all 180 atoms, in Å:
O: 10.738 7.957 -8.294
O: 3.237 -3.372 4.045
O: 5.105 -1.356 -10.443
O: 9.629 6.280 -9.475
O: 5.074 -8.109 -3.136
O: -4.245 -3.336 -6.110
O: -2.937 8.432 7.920
O: 9.566 -1.488 -1.807
O: 3.875 9.503 -2.525
O: 5.435 -3.345 3.681
O: -7.961 5.391 10.428
O: -8.857 3.412 9.756
O: 4.230 -1.494 4.294
O: -3.215 -10.472 -3.615
O: 1.561 1.090 8.700
O: -8.555 6.627 -1.289
O: -2.126 -8.706 -2.744
O: 4.995 -10.101 -3.957
O: 11.867 -1.320 -1.526
O: 5.869 8.748 -3.589
O: 0.974 -0.787 9.627
O: -3.290 -1.391 -5.685
O: 0.671 1.472 0.853
O: -4.132 -7.487 5.631
O: -7.792 4.473 -1.619
O: -10.037 -0.227 2.678
O: -5.216 -9.255 4.784
O: 6.031 -8.427 -5.225
O: 4.010 -2.627 -9.260
O: 3.975 7.745 -4.045
O: -6.509 -7.311 5.384
O: -3.693 7.609 5.967
O: 0.852 -0.387 -0.565
O: 10.282 6.084 -7.357
O: -9.504 5.125 -2.665
O: 2.137 1.444 -0.761
O: 3.537 -0.390 -9.004
O: -7.838 -0.836 3.123
O: -6.596 3.751 10.183
O: 0.948 1.132 10.853
O: -4.211 -1.593 -7.720
O: -5.044 8.922 7.245
O: -4.254 -8.967 -2.282
O: -9.287 -1.774 1.576
O: 11.031 -2.066 -3.503
C: -3.870 8.329 6.984
C: -5.427 -7.934 5.324
C: 1.224 0.505 9.826
C: 0.981 -1.558 10.741
C: 10.690 -1.596 -2.235
C: -6.191 2.464 9.547
C: -6.283 -9.911 4.248
C: 5.523 -11.157 -4.755
C: 9.721 4.790 -7.066
C: 3.106 -4.814 3.870
C: 2.611 7.329 -3.906
C: -3.878 -2.055 -6.569
C: 10.047 -2.257 -4.488
C: 11.650 -0.521 -0.325
C: 2.898 0.971 -1.815
C: 4.409 -2.758 3.991
C: -8.456 -2.788 1.022
C: 10.723 8.775 -9.438
C: -4.237 -11.387 -3.654
C: 3.077 -3.028 -8.241
C: 4.168 -1.376 -9.523
C: -3.286 -9.393 -2.801
C: -10.301 0.568 3.831
C: 4.502 8.794 -3.336
C: 5.394 -8.802 -4.236
C: -8.590 5.495 -1.770
C: -5.176 -4.140 -6.817
C: 10.182 6.688 -8.466
C: -6.118 8.994 6.287
C: 1.497 2.515 8.558
C: -7.894 4.098 10.087
C: -10.338 6.035 -3.232
C: 5.685 -6.853 -2.928
C: -1.872 -7.432 -2.118
C: -6.740 4.553 -0.637
C: -0.139 0.784 1.812
C: -8.876 -0.867 2.486
C: -3.063 9.302 9.043
C: -9.206 6.098 10.346
C: 5.365 -0.628 4.289
C: -3.883 -6.157 6.119
C: 5.516 -0.147 -11.116
C: -2.666 -0.156 -5.980
C: 1.205 0.706 -0.093
C: 6.655 9.745 -3.046
H: -9.718 6.760 -3.758
H: 5.556 -10.902 -5.814
H: 6.764 -6.743 -2.827
H: -7.073 -9.994 4.994
H: 2.045 -2.843 -8.539
H: 1.678 -1.324 11.546
H: -9.757 5.992 9.412
H: 12.601 -0.126 0.031
H: 11.278 9.637 -9.067
H: 6.061 -0.568 3.453
H: -6.294 5.546 -0.580
H: -6.006 1.686 10.288
H: 0.775 2.733 7.771
H: -2.434 -6.706 -2.706
H: 6.091 0.490 -10.444
H: -6.406 10.035 6.141
H: 3.309 -4.921 2.805
H: -10.908 6.344 -2.356
H: -2.201 -7.438 -1.079
H: 1.236 -2.564 10.409
H: -4.547 -5.516 5.539
H: -5.924 -4.519 -6.120
H: 8.728 4.752 -7.514
H: -5.139 -10.963 -3.213
H: 3.051 -4.117 -8.199
H: 9.430 -1.369 -4.626
H: 5.985 -0.993 5.107
H: -7.028 4.356 0.396
H: -5.837 -10.803 3.807
H: -0.978 0.305 1.307
H: 0.480 -0.041 2.166
H: -4.709 -5.091 -7.073
H: 2.079 -5.105 4.092
H: -4.512 -11.694 -4.663
H: 2.516 0.019 -2.186
H: -7.058 8.507 6.548
H: -9.859 5.795 11.164
H: 9.754 9.150 -9.766
H: 3.757 -5.391 4.527
H: -2.881 -5.819 5.855
H: 3.047 1.756 -2.556
H: -1.906 -0.309 -6.746
H: 5.290 -6.397 -2.020
H: -0.572 1.421 2.582
H: 11.046 0.386 -0.332
H: 2.307 7.124 -2.880
H: 6.233 -0.407 -11.894
H: -0.876 -6.993 -2.065
H: 5.182 0.389 4.637
H: -5.713 8.522 5.392
H: -3.389 10.328 8.868
H: -10.928 1.456 3.754
H: -5.912 3.889 -0.884
H: -2.252 9.155 9.757
H: 2.055 8.146 -4.368
H: 1.014 3.034 9.386
H: 10.434 3.980 -7.215
H: 2.498 2.929 8.436
H: 7.714 9.670 -3.294
H: 0.042 -1.734 11.266
H: -9.387 1.131 4.018
H: -2.081 0.180 -5.123
H: 6.506 -11.304 -4.309
H: 3.426 -2.716 -7.257
H: -6.952 2.059 8.880
H: 6.377 10.778 -3.258
H: 11.313 8.362 -10.256
H: -5.731 -3.755 -7.673
H: 5.106 -12.156 -4.625
H: -3.968 8.851 9.449
H: 2.487 6.432 -4.512
H: 10.722 -2.479 -5.315
H: -10.532 -0.176 4.593
H: -8.215 -3.617 1.687
H: 4.672 0.303 -11.639
H: -3.884 -12.220 -3.047
H: -5.339 2.669 8.899
H: 3.918 0.697 -1.543
H: -3.403 0.575 -6.311
H: -9.063 -3.437 0.392
H: -7.527 -2.500 0.529
H: 6.634 9.658 -1.960
H: -6.544 -9.362 3.344
H: 9.575 4.667 -5.993
H: -11.023 5.576 -3.945
H: 9.486 -3.188 -4.406
H: -9.075 7.172 10.484
H: 11.290 -1.153 0.487
H: -4.126 -6.132 7.181
H: 5.452 -6.208 -3.775

=====

(3)
The following is a DFT calculation (ωB97M-V with the def2-TZVPD basis set) of a molecular structure, C10H27ClIO2P2STi.

Computed properties:
calculated total energy = -3235.472540 hartree
spin multiplicity = 2
net charge = +2

Positions of all 45 atoms, in Å:
I: -0.630 -2.095 -0.381
Ti: 0.946 -0.093 -0.261
Cl: 2.869 -0.675 -1.226
S: 1.271 3.062 1.075
P: 1.042 -0.986 2.170
P: -0.643 0.587 -2.206
O: -3.322 -4.060 -0.023
O: 0.967 1.757 0.186
C: -2.377 -4.513 -0.543
C: -1.867 1.872 -1.800
C: -0.408 3.604 1.444
C: 0.593 -2.665 2.737
C: 0.459 1.394 -3.397
C: 1.679 4.321 -0.157
C: -1.599 -5.522 -1.190
C: 2.773 -0.870 2.700
C: -1.622 -0.554 -3.238
C: 0.104 0.028 3.358
H: -0.123 1.619 -4.299
H: 0.938 4.334 -0.967
H: 0.479 -0.170 4.374
H: 1.199 -2.897 3.623
H: 2.909 -1.519 3.574
H: -0.470 -2.710 2.996
H: 2.679 4.092 -0.545
H: 1.289 0.715 -3.631
H: 1.719 5.293 0.353
H: -1.747 -0.101 -4.232
H: -1.415 2.673 -1.203
H: -2.605 -0.728 -2.785
H: -0.684 -5.688 -0.589
H: 3.014 0.170 2.949
H: -2.183 -6.461 -1.287
H: -1.097 -1.512 -3.332
H: -0.880 4.034 0.552
H: -0.953 -0.251 3.309
H: 0.868 2.317 -2.965
H: -2.270 2.299 -2.730
H: -2.689 1.425 -1.229
H: -1.302 -5.140 -2.186
H: -0.991 2.753 1.812
H: 3.413 -1.200 1.870
H: 0.198 1.098 3.141
H: 0.798 -3.396 1.948
H: -0.329 4.360 2.233

=====

(4)
The following is a DFT calculation (ωB97M-V with the def2-TZVPD basis set) of a molecular structure, C31H38AuClN4O2S4.

Computed properties:
spin multiplicity = 3
net charge = 0
energy relative to the best compared isomer or geometry (same formula, charge and spin) = 4.09 kJ/mol

Positions of all 81 atoms, in Å:
Au: -1.975 1.164 -1.209
Cl: -3.789 0.326 4.422
S: -3.873 1.767 -2.459
S: -2.561 3.632 0.243
S: -6.072 3.630 -2.272
S: -5.020 5.174 -0.011
O: -7.304 5.695 -1.213
O: 4.378 -1.263 1.261
N: -0.654 -0.913 -2.589
N: 2.261 2.436 -0.460
N: 2.342 1.090 -0.396
N: 0.260 1.517 -0.801
C: 5.280 0.689 3.401
C: -0.724 -1.729 -3.395
C: -6.342 4.986 -1.159
C: 0.163 -0.009 3.991
C: -1.858 1.663 3.090
C: -1.935 -3.751 -3.998
C: 4.729 2.490 1.768
C: -0.843 -2.768 -4.427
C: 0.989 2.653 -0.702
C: -4.015 3.836 -0.554
C: -0.548 1.856 2.678
C: -4.412 -3.637 -0.911
C: -5.134 -2.449 -0.945
C: -1.143 -0.231 4.397
C: 1.902 1.284 2.680
C: 6.344 0.715 1.166
C: -3.119 -3.642 -0.397
C: 0.480 1.029 3.118
C: 5.037 0.997 1.918
C: 2.613 0.009 2.206
C: 3.897 0.090 1.356
C: -1.225 -2.081 -5.744
C: 3.586 0.402 -0.131
C: -4.534 3.095 -1.635
C: -4.580 -1.281 -0.460
C: -2.703 -0.073 0.609
C: 0.501 -3.489 -4.569
C: 1.139 0.557 -0.605
C: -3.273 -1.266 0.063
C: -2.549 -2.475 0.066
C: -2.145 0.610 3.938
H: 5.603 3.062 2.084
H: 3.529 -0.562 -0.637
H: 2.458 1.713 3.518
H: 6.096 1.309 3.773
H: 6.290 1.001 0.116
H: -1.388 -1.044 5.065
H: -6.142 -2.440 -1.341
H: -2.054 -4.510 -4.772
H: 6.624 -0.335 1.216
H: -2.640 2.315 2.728
H: -1.779 -0.177 1.165
H: 0.787 -3.971 -3.634
H: 0.570 3.637 -0.812
H: 4.371 0.985 -0.604
H: 4.647 -1.550 2.141
H: -2.888 -3.246 -3.850
H: -4.857 -4.553 -1.273
H: -3.374 0.695 0.972
H: -1.327 -2.836 -6.523
H: -1.546 -2.482 0.473
H: 2.864 -0.598 3.080
H: -1.669 -4.241 -3.064
H: 0.943 -0.661 4.363
H: 0.944 -0.499 -0.638
H: 4.511 2.763 0.735
H: -5.146 -0.360 -0.481
H: 4.406 0.896 4.017
H: 5.579 -0.349 3.568
H: 1.290 -2.796 -4.860
H: 0.416 -4.257 -5.339
H: 7.143 1.306 1.614
H: -2.173 -1.553 -5.647
H: 1.906 -0.601 1.638
H: -2.561 -4.568 -0.351
H: -0.329 2.671 1.999
H: 3.892 2.815 2.378
H: -0.461 -1.367 -6.050
H: 1.890 2.050 1.904